The following is a quantum chemistry calculation of a molecular structure, C36H51BGeN6Se2Te2V, from the OMol25 dataset.

Results
**HOMO level (alpha / beta)**: -12.387 / -12.398 eV
**Expectation value of S²**: 0.83
**Energy**: -10115.2327 Ha
**Gap between HOMO and LUMO (alpha / beta)**: 4.5 / 5.5 eV
**LUMO level (alpha / beta)**: -7.910 / -6.867 eV

The geometry in ORCA input format:
```
! wB97M-V def2-TZVPD RIJCOSX def2/J DEFGRID3
* xyz 2 2
V 0.631 0.412 0.139
C 3.899 1.255 3.641
C 3.496 0.473 2.440
C 4.278 -0.289 1.573
C 3.430 -0.861 0.644
N 2.169 -0.441 0.924
N 2.218 0.356 2.058
B 0.872 0.705 2.806
N 0.181 1.940 2.145
N -0.529 1.784 0.959
C -1.316 2.879 0.805
C -1.066 3.733 1.870
C -0.131 3.126 2.686
C 0.453 3.602 3.972
C -2.372 3.132 -0.250
C -3.710 3.280 0.495
C -2.033 4.443 -0.976
C -2.513 2.012 -1.271
N -0.063 -0.504 2.597
N -0.441 -0.900 1.320
C -1.282 -1.948 1.483
C -1.421 -2.211 2.844
C -0.647 -1.291 3.514
C -0.433 -1.118 4.980
C -2.012 -2.732 0.415
C -1.656 -4.217 0.582
C -3.521 -2.534 0.629
C -1.660 -2.307 -0.998
C 3.742 -1.855 -0.443
C 5.085 -2.522 -0.128
C 2.644 -2.922 -0.454
C 3.848 -1.152 -1.801
H 4.980 1.226 3.753
H 3.447 0.849 4.547
H 3.587 2.296 3.548
H 5.343 -0.430 1.648
H 1.090 0.923 3.955
H -1.530 4.690 2.047
H 0.088 4.604 4.186
H 1.542 3.636 3.923
H 0.174 2.950 4.799
H -3.684 4.084 1.231
H -3.981 2.355 1.009
H -4.494 3.512 -0.228
H -2.073 5.300 -0.302
H -2.756 4.612 -1.776
H -1.034 4.407 -1.416
H -2.594 1.029 -0.799
H -1.684 2.007 -1.973
H -3.424 2.178 -1.848
H -2.022 -2.983 3.295
H -0.975 -1.891 5.520
H -0.795 -0.147 5.321
H 0.623 -1.194 5.240
H -1.935 -4.596 1.566
H -0.585 -4.384 0.447
H -2.192 -4.806 -0.165
H -3.842 -2.909 1.601
H -4.074 -3.077 -0.140
H -3.792 -1.478 0.565
H -0.587 -2.399 -1.182
H -1.988 -1.288 -1.205
H -2.164 -2.963 -1.710
H 5.096 -2.965 0.870
H 5.914 -1.815 -0.205
H 5.268 -3.318 -0.852
H 2.576 -3.430 0.510
H 2.869 -3.671 -1.216
H 1.662 -2.495 -0.666
H 4.603 -0.365 -1.783
H 2.907 -0.697 -2.109
H 4.131 -1.879 -2.566
Se 0.218 0.088 -2.114
Te 2.887 1.704 -4.790
Te 5.319 2.134 -3.703
Se 2.262 2.332 -0.495
Ge 1.579 2.098 -2.674
C 0.258 -1.077 -3.631
C 0.846 -2.327 -3.587
C 0.884 -3.062 -4.767
C 0.339 -2.545 -5.934
C -0.254 -1.288 -5.941
C -0.302 -0.533 -4.777
C 4.918 4.056 -2.943
C 5.230 4.305 -1.611
C 4.986 5.563 -1.071
C 4.414 6.557 -1.851
C 4.104 6.303 -3.182
C 4.365 5.055 -3.736
H 0.401 3.031 -2.994
H 1.271 -2.724 -2.680
H 1.342 -4.043 -4.767
H 0.372 -3.127 -6.846
H -0.685 -0.892 -6.851
H -0.770 0.443 -4.773
H 5.663 3.529 -0.992
H 5.243 5.762 -0.038
H 4.222 7.535 -1.427
H 3.678 7.084 -3.798
H 4.146 4.873 -4.781
*
```

The following is a quantum chemistry calculation of a gas-phase ion, C22H31N2O4S (charge +1), from the OMol25 dataset.

Results
**HOMO level**: -10.760 eV
**SMILES string**: CCCS(=O)(=O)N1CC[NH+](Cc2ccc(OCc3ccccc3)c(OC)c2)CC1
**Energy**: -1665.3213 Ha
**Relative energy (zero: lowest compared OMol25 entry of this formula, charge and spin)**: 0.1010 eV
**Gap between HOMO and LUMO**: 8.5 eV
**LUMO level**: -2.237 eV

The geometry in ORCA input format:
```
! wB97M-V def2-TZVPD RIJCOSX def2/J DEFGRID3
* xyz 1 1
C -3.658 3.311 -1.261
C -4.055 1.841 -1.243
C -3.133 0.992 -2.095
S -1.499 0.872 -1.334
O -1.555 0.932 0.088
O -0.797 -0.274 -1.902
N -0.640 2.251 -1.865
C -0.055 2.135 -3.186
C 1.422 1.694 -3.114
N 1.602 0.894 -1.890
C 2.841 0.069 -1.853
C 2.826 -0.771 -0.606
C 3.766 -0.606 0.397
C 3.627 -1.306 1.579
C 2.553 -2.164 1.804
O 2.497 -2.708 3.036
C 1.252 -3.122 3.585
C 0.154 -2.103 3.415
C -1.164 -2.513 3.258
C -2.170 -1.582 3.070
C -1.870 -0.231 3.029
C -0.562 0.185 3.195
C 0.445 -0.745 3.393
C 1.638 -2.395 0.748
O 0.656 -3.310 0.944
C -0.362 -3.440 -0.022
C 1.788 -1.685 -0.432
C 1.479 1.769 -0.701
C 0.302 2.751 -0.888
H -3.669 3.702 -2.276
H -4.357 3.891 -0.666
H -2.662 3.442 -0.847
H -5.075 1.731 -1.615
H -4.024 1.465 -0.219
H -2.977 1.412 -3.085
H -3.475 -0.038 -2.180
H -0.640 1.399 -3.740
H -0.134 3.100 -3.696
H 2.093 2.555 -3.072
H 1.678 1.094 -3.987
H 0.787 0.222 -1.858
H 3.712 0.727 -1.874
H 2.846 -0.557 -2.749
H 4.595 0.071 0.268
H 4.336 -1.179 2.381
H 1.475 -3.265 4.648
H 0.945 -4.084 3.161
H -1.398 -3.567 3.284
H -3.191 -1.914 2.953
H -2.652 0.496 2.873
H -0.323 1.238 3.177
H 1.463 -0.413 3.537
H 0.027 -3.850 -0.959
H -0.857 -2.483 -0.213
H -1.077 -4.140 0.404
H 1.087 -1.845 -1.235
H 2.418 2.310 -0.565
H 1.307 1.134 0.170
H -0.231 2.869 0.054
H 0.645 3.731 -1.226
*
```

The following is a quantum chemistry calculation of a molecular structure, C37H55Cl2F6N2O3PbSSb, from the OMol25 dataset.

Results
**HOMO level (alpha / beta)**: -16.447 / -16.446 eV
**Expectation value of S²**: 0.76
**Energy**: -4128.1213 Ha
**Relative energy (zero: lowest compared OMol25 entry of this formula, charge and spin)**: 0.0400 eV
**Gap between HOMO and LUMO (alpha / beta)**: 6.1 / 4.1 eV
**LUMO level (alpha / beta)**: -10.365 / -12.313 eV

The geometry in ORCA input format:
```
! wB97M-V def2-TZVPD RIJCOSX def2/J DEFGRID3
* xyz 3 2
Pb -0.530 0.619 0.170
C -1.057 -6.284 -4.424
C -0.297 -6.192 -3.079
C -0.797 -7.300 -2.132
C 1.193 -6.395 -3.341
C -0.606 -4.847 -2.472
C 0.342 -3.912 -2.229
C -0.015 -2.713 -1.542
N 0.786 -1.801 -1.110
C 2.127 -1.846 -0.945
C 2.871 -2.912 -0.543
C 4.284 -2.814 -0.507
C 4.956 -1.557 -0.705
C 4.323 -0.416 -1.054
C 2.820 -0.488 -1.127
O 2.116 0.479 -1.249
C 5.035 0.893 -1.304
C 4.616 1.501 -2.657
C 6.553 0.711 -1.302
C 4.647 1.853 -0.150
C 5.082 -4.067 -0.296
C 6.587 -3.878 -0.500
C 4.579 -5.174 -1.244
C 4.821 -4.488 1.176
C -1.515 -2.385 -1.359
O -1.815 -1.226 -1.124
C -2.501 -3.454 -1.568
C -2.023 -4.583 -2.116
C -3.984 -3.211 -1.287
C -4.190 -2.676 0.138
C -4.797 -4.499 -1.441
C -4.522 -2.183 -2.307
H -0.812 -7.236 -4.897
H -0.761 -5.483 -5.104
H -2.140 -6.253 -4.294
H -0.585 -8.268 -2.588
H -1.871 -7.254 -1.950
H -0.279 -7.261 -1.170
H 1.348 -7.392 -3.752
H 1.776 -6.329 -2.419
H 1.584 -5.680 -4.068
H 1.373 -4.075 -2.504
H 2.380 -3.846 -0.305
H 6.028 -1.547 -0.607
H 4.917 0.860 -3.488
H 5.124 2.458 -2.772
H 3.545 1.684 -2.717
H 6.879 -0.023 -2.043
H 6.935 0.425 -0.319
H 7.016 1.663 -1.559
H 3.603 2.156 -0.207
H 5.263 2.749 -0.230
H 4.829 1.403 0.829
H 6.822 -3.516 -1.503
H 7.078 -4.844 -0.382
H 7.027 -3.204 0.237
H 4.694 -4.881 -2.289
H 3.535 -5.438 -1.067
H 5.177 -6.070 -1.078
H 5.119 -3.706 1.877
H 5.421 -5.375 1.383
H 3.772 -4.739 1.350
H -2.725 -5.368 -2.350
H -3.915 -3.442 0.876
H -5.246 -2.448 0.287
H -3.624 -1.760 0.322
H -4.421 -5.303 -0.801
H -4.819 -4.849 -2.474
H -5.829 -4.303 -1.150
H -4.064 -1.202 -2.178
H -5.600 -2.078 -2.176
H -4.341 -2.524 -3.328
Cl -0.773 1.317 -2.797
C -0.111 2.981 -2.676
Cl 0.363 3.342 -1.014
H -0.890 3.669 -2.976
H 0.756 3.043 -3.320
C -2.396 -1.056 4.167
S -1.750 -2.197 2.961
C -0.635 -3.287 3.823
O -0.993 -1.464 1.915
H -2.887 -1.657 4.936
H -3.110 -0.398 3.671
H -1.529 -0.492 4.532
H -1.229 -3.882 4.521
H 0.080 -2.641 4.340
H -0.152 -3.929 3.088
C -6.465 3.743 1.138
C -5.178 2.999 0.944
C -4.852 2.402 -0.273
C -3.645 1.749 -0.415
N -2.750 1.652 0.582
C -3.061 2.213 1.765
C -4.245 2.885 1.976
H -7.171 3.544 0.335
H -6.269 4.817 1.157
H -6.925 3.486 2.092
H -5.533 2.456 -1.111
H -3.375 1.286 -1.358
H -2.318 2.140 2.550
H -4.435 3.337 2.941
F 1.535 0.690 1.704
Sb 1.219 2.053 3.069
F -0.165 2.560 1.809
F 0.577 3.291 4.278
F -0.103 0.778 3.667
F 2.548 1.235 4.066
F 2.373 3.163 2.134
*
```

The following is a quantum chemistry calculation of a gas-phase ion, C5H10N3 (charge +1), from the OMol25 dataset.

Results
**HOMO level**: -14.106 eV
**SMILES string**: [NH2+]=C(N1CC1)N1CC1
**Energy**: -360.4325 Ha
**Relative energy (zero: lowest compared OMol25 entry of this formula, charge and spin)**: 3.8795 eV
**Gap between HOMO and LUMO**: 11.3 eV
**LUMO level**: -2.820 eV

The geometry in ORCA input format:
```
! wB97M-V def2-TZVPD RIJCOSX def2/J DEFGRID3
* xyz 1 1
N 1.341 -1.215 -1.085
C 0.524 -0.410 -0.420
N -0.552 0.220 -0.974
C -1.515 -0.369 -1.838
C -1.948 0.418 -0.687
N 0.716 -0.133 0.874
C 0.232 0.861 1.885
C 1.588 0.284 1.855
H 1.029 -1.446 -1.977
H 2.291 -1.270 -0.579
H -1.545 -1.447 -2.110
H -1.545 0.330 -2.746
H -2.315 1.400 -0.742
H -2.327 -0.025 0.170
H -0.377 0.497 2.688
H -0.006 1.884 1.519
H 2.385 0.884 1.618
H 2.024 -0.463 2.549
*
```